A molecular structure, C6H10N2O at a distorted geometry, computed with ωB97M-V/def2-TZVPD.

Gap between HOMO and LUMO ... 8.14 eV
ΔE to the lowest compared entry with this formula, charge and spin ... 475.8 kJ/mol
Calculated total energy ... -11407.156 eV
HOMO level ... -8.12 eV

Each line ends with the Löwdin charge.
Geometry (Å):
C: 0.02 -1.26 -1.40  -0.180
C: 0.96 2.10 0.90  -0.020
C: -1.45 -0.07 -0.76  -0.368
C: 0.22 0.88 0.45  -0.331
C: 0.79 -0.46 0.68  -0.166
C: 0.11 -1.16 1.64  0.070
O: 0.91 -0.49 -2.16  -0.086
N: -0.86 1.00 -0.25  0.114
N: -2.57 -0.59 -0.86  0.138
H: 0.42 0.23 -2.59  0.090
H: -3.33 -0.16 -0.35  0.062
H: -0.75 -1.73 -2.01  0.066
H: 0.55 -2.13 -1.03  0.093
H: 1.87 -0.53 0.64  0.122
H: 1.67 1.88 1.70  0.082
H: 1.51 2.55 0.07  0.093
H: 0.27 2.87 1.27  0.087
H: -0.96 -1.12 1.70  0.069
H: 0.62 -1.79 2.36  0.064

A single C6H10N2O2 molecule at a distorted geometry, computed with ωB97M-V/def2-TZVPD.

Gap between HOMO and LUMO ... 9.19 eV
ΔE to the lowest compared entry with this formula, charge and spin ... 374.3 kJ/mol
Calculated total energy ... -13456.062 eV
HOMO level ... -8.82 eV

Each line ends with the Löwdin charge.
Geometry (Å):
C: 1.79 0.41 -1.44  -0.007
C: 1.19 -0.36 -0.28  -0.593
C: -0.88 -1.65 -1.45  0.075
N: -0.49 -0.68 -0.76  0.073
O: 1.76 -1.32 0.25  -0.007
H: 1.96 -0.29 -2.27  0.082
H: 2.75 0.82 -1.13  0.085
H: 1.14 1.22 -1.79  0.081
H: -0.15 -2.30 -1.93  0.104
H: -1.94 -1.81 -1.65  0.100
C: -1.89 -0.23 1.31  -0.008
C: -1.16 0.46 0.18  -0.578
C: 0.96 1.34 1.70  0.076
N: 0.53 0.74 0.69  0.070
O: -1.61 1.44 -0.42  -0.010
H: -2.07 0.50 2.10  0.082
H: -1.33 -1.07 1.73  0.084
H: -2.86 -0.58 0.95  0.087
H: 0.26 1.91 2.33  0.100
H: 2.03 1.44 1.89  0.102

A molecular structure, C6H10N2O2 at a distorted geometry, computed with ωB97M-V/def2-TZVPD.

Gap between HOMO and LUMO (spin up / spin down) ... 8.31 / 8.31 eV
ΔE to the lowest compared entry with this formula, charge and spin ... 426.9 kJ/mol
Calculated total energy ... -13455.517 eV
HOMO level (spin up / spin down) ... -7.82 / -7.82 eV

Each line ends with the Löwdin charge.
Geometry (Å):
C: -1.18 -0.04 -0.39  -0.187
C: 0.29 2.39 0.55  -0.014
C: -1.50 -0.12 -1.87  -0.145
C: 0.67 1.14 -0.18  -0.349
O: 1.38 0.98 -1.10  0.150
H: -1.81 -0.71 0.20  0.088
H: -1.50 0.91 0.03  0.058
H: -0.24 2.15 1.47  0.088
H: 1.21 2.92 0.79  0.100
H: -0.33 3.00 -0.10  0.101
H: -0.92 0.61 -2.44  0.067
H: -1.25 -1.10 -2.27  0.052
H: -2.56 0.08 -2.05  0.069
C: 1.04 -1.13 1.07  -0.437
N: 1.52 -2.13 1.80  0.207
C: 0.18 -1.53 -0.08  -0.308
O: 1.28 0.06 1.32  0.052
N: 0.15 -2.48 -0.78  0.163
H: 1.39 -3.07 1.47  0.120
H: 2.17 -1.94 2.56  0.127

A single C6H10N2O2 molecule at a distorted geometry, computed with ωB97M-V/def2-TZVPD.

Gap between HOMO and LUMO ... 9.08 eV
ΔE to the lowest compared entry with this formula, charge and spin ... 299.3 kJ/mol
Calculated total energy ... -13456.839 eV
SMILES ... OC[C@@H](O)Cc1cnc[nH]1
HOMO level ... -8.51 eV

Each line ends with the Löwdin charge.
Geometry (Å):
C: 0.10 -0.43 0.95  -0.082
C: 1.03 -0.01 -0.18  -0.395
C: 2.22 -0.88 -0.42  -0.040
O: 0.55 -0.47 -1.44  -0.165
C: -1.21 0.29 0.91  -0.265
C: -1.88 1.03 1.85  -0.119
N: -3.03 1.56 1.30  0.039
C: -3.09 1.09 0.08  -0.207
N: -2.01 0.33 -0.21  0.098
H: -0.06 -1.52 0.89  0.132
H: 0.59 -0.22 1.91  0.133
H: 1.27 1.06 -0.18  0.162
H: 3.05 -0.61 0.25  0.106
H: 2.03 -1.96 -0.29  0.126
H: -1.54 1.31 2.84  0.103
H: -3.85 1.31 -0.66  0.116
H: -1.75 -0.06 -1.11  0.146
O: 2.87 -0.41 -1.97  -0.129
H: 1.33 -0.26 -2.25  0.183
H: 3.37 -1.17 -2.27  0.059

A single C6H10N2O2 molecule at a distorted geometry, computed with ωB97M-V/def2-TZVPD.

Gap between HOMO and LUMO (spin up / spin down) ... 7.58 / 7.59 eV
ΔE to the lowest compared entry with this formula, charge and spin ... 508.1 kJ/mol
Calculated total energy ... -13454.675 eV
HOMO level (spin up / spin down) ... -7.68 / -7.68 eV

Each line ends with the Löwdin charge.
Geometry (Å):
C: 2.15 -1.01 -0.95  -0.111
C: 1.15 -1.68 -0.40  -0.215
C: 2.01 0.38 -1.32  -0.306
C: -0.41 0.46 -0.19  -0.058
C: 0.51 1.28 -0.95  -0.281
C: -1.06 -0.62 1.87  -0.094
N: 0.05 1.67 -2.25  0.049
N: -0.66 0.60 1.17  -0.030
O: 1.31 -2.99 -0.28  -0.019
O: 2.85 1.12 -1.83  0.018
H: 3.11 -1.50 -1.24  0.127
H: -0.86 -0.44 -0.61  0.107
H: 0.84 2.04 -0.25  0.130
H: -0.21 -1.38 1.83  0.093
H: -1.45 -0.42 2.80  0.047
H: -1.83 -1.19 1.39  0.083
H: -0.24 0.86 -2.80  0.096
H: 0.55 2.38 -2.71  0.068
H: 0.65 -3.44 0.32  0.113
H: 0.06 1.17 1.74  0.182

A single C6H10N2O2 molecule at a distorted geometry, computed with ωB97M-V/def2-TZVPD.

Gap between HOMO and LUMO (spin up / spin down) ... 6.17 / 9.37 eV
ΔE to the lowest compared entry with this formula, charge and spin ... 716.2 kJ/mol
Calculated total energy ... -13452.518 eV
HOMO level (spin up / spin down) ... -7.15 / -9.21 eV

Each line ends with the Löwdin charge.
Geometry (Å):
C: -1.04 -1.58 0.37  -0.016
C: -2.13 -0.87 0.50  -0.012
C: 0.42 -1.44 0.02  -0.387
C: 1.01 0.58 2.03  -0.124
C: 1.45 0.05 -1.53  -0.042
C: -1.90 1.20 -0.76  -0.045
N: 1.32 0.78 0.69  -0.011
N: 1.08 -0.18 -0.17  -0.183
O: 1.15 -2.41 -0.16  0.092
O: -2.58 0.31 0.14  -0.066
H: -1.09 -2.58 0.63  0.080
H: 1.59 -0.29 2.32  0.093
H: 1.39 1.38 2.53  0.045
H: -0.04 0.49 2.18  0.070
H: 1.03 0.92 -2.00  0.082
H: 2.48 0.11 -1.66  0.069
H: 1.03 -0.81 -2.02  0.090
H: -1.50 0.76 -1.62  0.058
H: -1.03 1.83 -0.28  0.136
H: -2.64 1.78 -1.22  0.072

A single C6H10N2O3S molecule at a distorted geometry, computed with ωB97M-V/def2-TZVPD.

Gap between HOMO and LUMO (spin up / spin down) ... 6.71 / 5.16 eV
ΔE to the lowest compared entry with this formula, charge and spin ... 115.0 kJ/mol
Calculated total energy ... -26335.279 eV
Spin multiplicity ... 3
HOMO level (spin up / spin down) ... -6.39 / -9.33 eV

Each line ends with the Löwdin charge.
Geometry (Å):
C: 0.86 0.78 1.57  -0.383
C: -0.83 -0.25 -3.27  0.034
C: -0.74 -1.21 -2.31  -0.165
C: -0.40 0.90 -0.27  -0.140
C: -0.13 -0.62 0.00  -0.205
C: 0.34 -1.32 -1.29  -0.150
N: 0.92 -0.48 1.05  0.174
N: 0.13 1.57 0.80  0.093
O: 1.75 -0.19 3.77  -0.307
O: -0.57 0.18 3.28  -0.323
O: 0.74 2.10 3.87  -0.297
S: 0.74 0.75 3.43  0.398
H: -1.58 -0.01 -3.94  0.034
H: -0.05 0.54 -3.21  0.061
H: -1.53 -1.91 -2.38  0.088
H: 0.10 1.13 -1.30  0.151
H: -1.49 1.01 -0.41  0.150
H: -0.90 -1.15 0.48  0.146
H: 0.75 -2.23 -0.99  0.095
H: 1.22 -0.83 -1.79  0.140
H: 0.98 -1.25 1.75  0.169
H: -0.30 2.51 1.16  0.236

A single C6H10N2O4S2 molecule at a distorted geometry, computed with ωB97M-V/def2-TZVPD.

Gap between HOMO and LUMO ... 8.65 eV
ΔE to the lowest compared entry with this formula, charge and spin ... 0.0 kJ/mol
Calculated total energy ... -39221.459 eV
HOMO level ... -9.12 eV

Each line ends with the Löwdin charge.
Geometry (Å):
C: -0.55 0.78 -0.39  -0.225
C: 0.57 1.74 -0.40  -0.351
C: 0.02 -0.45 0.32  -0.422
C: 0.61 -3.36 0.51  -0.100
C: 1.24 4.47 -0.89  -0.103
C: -0.29 -2.52 1.39  -0.233
N: 1.28 -0.53 0.42  -0.074
N: -1.86 0.87 -0.57  0.172
O: 2.95 1.44 0.83  -0.472
O: 1.43 2.54 -2.69  -0.317
O: -0.85 3.16 -2.03  -0.345
O: -0.84 -1.29 0.85  0.010
S: 2.12 0.80 -0.17  0.908
S: 0.56 2.98 -1.66  0.580
H: 0.11 -3.39 -0.53  0.103
H: 1.59 -3.15 0.29  0.019
H: 0.55 -4.45 1.03  0.137
H: 0.61 4.57 -0.02  0.071
H: 2.27 4.17 -0.73  0.070
H: 1.21 5.08 -1.78  0.065
H: 0.20 -2.41 2.39  0.132
H: -1.19 -3.17 1.70  0.139
H: -2.04 1.65 -1.20  0.098
H: -2.35 0.00 -0.82  0.137